1.
{
  "formula": "C7H35NO11",
  "method": "ωB97M-V with the def2-TZVPD basis set",
  "smiles": "C=C/C(=C\\C)CCN.O.O.O.O.O.O.O.O.O.O.O",
  "orbital_gap_ev": 8.50,
  "total_energy_ha": -1169.99142,
  "relative_energy_kj_mol": 197.5,
  "spin_multiplicity": 1,
  "elements": ["C", "C", "C", "C", "C", "C", "C", "N", "H", "H", "H", "H", "H", "H", "H", "H", "H", "H", "H", "H", "H", "O", "H", "H", "O", "H", "H", "O", "H", "H", "O", "H", "H", "O", "H", "H", "O", "H", "H", "O", "H", "H", "O", "H", "H", "O", "H", "H", "O", "H", "H", "O", "H", "H"],
  "coordinates": [[-0.9790, 0.2669, 3.8381], [-0.7720, 0.7119, 2.5828], [0.1509, 0.2970, 1.5399], [1.3899, -0.1347, 1.7598], [1.9961, -0.3739, 3.1184], [-0.2729, 0.6291, 0.1347], [0.4882, 1.8242, -0.3845], [0.4468, 3.0582, 0.5020], [-0.4548, -0.6449, 4.1241], [-1.4771, 0.8093, 4.5887], [-1.4024, 1.5413, 2.2990], [1.7791, -0.6661, 0.9184], [2.2121, 0.5721, 3.5676], [1.1687, -0.8690, 3.7216], [3.0044, -0.8375, 3.0808], [-1.3716, 0.7976, 0.0538], [-0.1401, -0.2087, -0.5536], [1.5365, 1.7981, -0.3067], [0.3060, 2.0950, -1.3642], [0.5235, 3.8195, -0.2003], [-0.5349, 3.2036, 0.7600], [-2.6605, 2.9992, -0.4293], [-2.7484, 2.9252, -1.3559], [-3.1677, 2.2627, -0.0387], [-3.9086, 0.4961, 0.6060], [-4.6628, 0.3543, 1.0472], [-3.6591, -0.2500, 0.0377], [3.3417, 0.9802, -0.9701], [3.1682, 1.6766, -0.2310], [4.2113, 1.0444, -1.2279], [1.1516, -3.3899, -3.2077], [0.2633, -2.9068, -3.1458], [1.6628, -2.5827, -3.0822], [-1.8344, -3.0623, 0.8906], [-1.4383, -2.2623, 1.3090], [-1.0432, -3.5973, 0.8139], [-0.5766, -1.4803, -2.4442], [-1.2978, -1.7686, -1.8412], [-0.8345, -0.5010, -2.7008], [-2.9644, -1.4516, -0.9938], [-2.5142, -2.1204, -0.3923], [-3.6901, -1.7525, -1.6030], [1.9280, -0.7859, -2.3126], [2.1553, -0.2178, -1.4470], [1.0288, -0.9568, -1.9932], [3.0833, 2.0677, 1.4659], [2.1865, 2.3561, 1.3011], [3.2874, 1.9286, 2.3915], [-0.3578, 0.7360, -3.8091], [0.5961, 1.0419, -3.5823], [-0.3245, 0.5840, -4.7420], [0.5734, -3.2668, -0.3422], [0.0160, -3.2080, -1.1121], [1.4319, -3.5809, -0.6386]],
  "nbo_charge": [-0.381, -0.193, -0.096, -0.121, -0.663, -0.470, -0.203, -0.872, 0.171, 0.205, 0.195, 0.208, 0.204, 0.227, 0.225, 0.231, 0.226, 0.181, 0.177, 0.359, 0.376, -0.975, 0.467, 0.503, -0.989, 0.468, 0.503, -0.980, 0.506, 0.477, -0.990, 0.480, 0.488, -0.961, 0.489, 0.511, -1.031, 0.492, 0.533, -1.025, 0.526, 0.507, -1.028, 0.506, 0.479, -0.990, 0.513, 0.494, -0.962, 0.510, 0.487, -0.977, 0.481, 0.501]
}

2.
{
  "formula": "C3H8N3",
  "method": "ωB97M-V with the def2-TZVPD basis set",
  "orbital_gap_ev": 8.71,
  "total_energy_ha": -283.00170,
  "relative_energy_kj_mol": 425.5,
  "total_charge": 1,
  "spin_multiplicity": 1,
  "elements": ["C", "C", "C", "N", "N", "N", "H", "H", "H", "H", "H", "H", "H", "H"],
  "coordinates": [[-1.3404, 0.9843, -0.1748], [-0.5044, 0.0242, 0.2596], [0.9992, -0.1765, 0.6066], [-2.4043, 0.0285, -0.1379], [-1.4554, -1.0303, 0.1573], [1.9866, 0.0903, -0.4572], [-1.2764, 1.9574, -0.5771], [1.2476, 0.5624, 1.3408], [0.9654, -1.2612, 0.8983], [-3.1755, -0.1146, -0.8090], [-1.5914, -1.3858, 1.1151], [2.8648, 0.2941, -0.0345], [1.4824, 0.7610, -1.0606], [2.2018, -0.7338, -1.1264]],
  "nbo_charge": [-0.057, -0.025, -0.280, -0.427, -0.406, -0.684, 0.230, 0.239, 0.258, 0.413, 0.370, 0.450, 0.465, 0.454]
}

3.
{
  "formula": "C41H53BLiN9O5S3",
  "method": "ωB97M-V with the def2-TZVPD basis set",
  "orbital_gap_ev": 6.23,
  "total_energy_ha": -3690.17988,
  "spin_multiplicity": 1,
  "elements": ["Li", "C", "C", "C", "C", "N", "C", "C", "N", "B", "N", "C", "C", "N", "C", "S", "C", "C", "C", "C", "N", "C", "C", "N", "C", "S", "C", "C", "C", "C", "C", "S", "H", "H", "H", "H", "H", "H", "H", "H", "H", "H", "H", "H", "H", "H", "H", "H", "H", "H", "H", "H", "H", "H", "H", "H", "H", "H", "H", "H", "H", "H", "H", "H", "H", "H", "O", "O", "N", "C", "O", "C", "C", "C", "C", "N", "C", "H", "H", "H", "H", "H", "H", "C", "O", "C", "C", "C", "C", "C", "C", "N", "C", "C", "C", "C", "C", "C", "C", "O", "H", "H", "H", "H", "H", "H", "H", "H", "H", "H", "H", "H", "H"],
  "coordinates": [[1.4472, -1.3766, -0.7887], [0.0489, -3.8789, 3.6856], [-1.4450, -3.5513, 3.7399], [-2.2673, -4.5832, 2.9637], [-1.8916, -3.5694, 5.1985], [-1.7339, -2.1915, 3.1692], [-2.1741, -1.1059, 3.9021], [-2.4313, -0.1189, 3.0283], [-2.2045, -0.5799, 1.7488], [-2.8722, 0.3214, 0.6056], [-2.3624, 1.7749, 0.6316], [-3.2098, 2.7168, 0.0768], [-2.5881, 3.9000, 0.0899], [-1.3269, 3.6989, 0.6417], [-1.1995, 2.3763, 0.9859], [0.1555, 1.6066, 1.6633], [-0.3399, 4.7988, 0.8529], [-0.1292, 5.0074, 2.3531], [0.9705, 4.4862, 0.1307], [-0.9043, 6.0869, 0.2556], [-2.8890, -0.2620, -0.8183], [-3.8386, -1.2248, -1.1209], [-3.7095, -1.5577, -2.4082], [-2.6681, -0.7964, -2.9323], [-2.1486, 0.0053, -1.9441], [-0.8446, 1.0765, -2.0910], [-2.2403, -0.8650, -4.3596], [-2.5343, 0.4708, -5.0452], [-0.7590, -1.2400, -4.4572], [-3.0465, -1.9574, -5.0602], [-1.7417, -1.8375, 1.8518], [-1.0804, -2.8757, 0.5922], [0.1919, -4.9260, 3.9622], [0.6007, -3.2622, 4.3934], [0.4642, -3.7251, 2.6913], [-2.2122, -5.5473, 3.4701], [-1.8952, -4.7200, 1.9471], [-3.3142, -4.2757, 2.9121], [-1.7077, -4.5667, 5.5963], [-2.9571, -3.3495, 5.2970], [-1.3204, -2.8623, 5.8033], [-2.2585, -1.1150, 4.9723], [-2.7917, 0.8805, 3.2042], [-4.0308, 0.3597, 0.9613], [-4.1835, 2.4503, -0.3002], [-2.9271, 4.8484, -0.2788], [0.2591, 4.1000, 2.8129], [-1.0772, 5.2692, 2.8304], [0.5813, 5.8213, 2.5172], [1.4871, 3.6550, 0.5964], [1.6150, 5.3689, 0.1540], [0.7701, 4.2211, -0.9108], [-1.8218, 6.4021, 0.7564], [-1.0954, 5.9798, -0.8145], [-0.1630, 6.8741, 0.3911], [-4.5280, -1.5908, -0.3782], [-4.2673, -2.2715, -2.9818], [-2.0007, 1.2770, -4.5444], [-3.6063, 0.6837, -5.0150], [-2.2147, 0.4255, -6.0899], [-0.1249, -0.3841, -4.2397], [-0.5502, -1.6015, -5.4691], [-0.5279, -2.0201, -3.7282], [-4.1177, -1.7480, -5.0431], [-2.8628, -2.9377, -4.6143], [-2.7315, -1.9922, -6.1024], [-0.2849, -1.8116, -0.3711], [0.4707, -2.8362, -1.1493], [1.0617, 1.4205, 4.7724], [2.1957, 0.7207, 5.0404], [2.7088, 0.6810, 6.1445], [2.7858, -0.0140, 3.8757], [4.1642, -0.1473, 3.7779], [4.6887, -0.8273, 2.6940], [3.8127, -1.3669, 1.7610], [2.4874, -1.2765, 1.8644], [1.9964, -0.6072, 2.9012], [0.6796, 1.9820, 5.5136], [0.7371, 1.5737, 3.8272], [4.7940, 0.2815, 4.5468], [5.7584, -0.9367, 2.5668], [4.1792, -1.8989, 0.8869], [0.9169, -0.5354, 2.9563], [6.8301, -2.2944, -0.7302], [5.7907, -2.0448, -1.6589], [4.7297, -2.8866, -1.6634], [4.5501, -3.9183, -0.7503], [3.4475, -4.7579, -0.8425], [2.5263, -4.5892, -1.8613], [2.7062, -3.5633, -2.7730], [3.7810, -2.6965, -2.6712], [3.9499, -1.7115, -3.6812], [4.4706, -0.4903, -3.6257], [4.6300, 0.3522, -2.5414], [5.5213, 1.4649, -2.6833], [5.6940, 2.3613, -1.6844], [4.9266, 2.2209, -0.4869], [4.0268, 1.2169, -0.3265], [3.8267, 0.2165, -1.3450], [2.9629, -0.6877, -1.2441], [7.5880, -1.5405, -0.9206], [7.2575, -3.2892, -0.8720], [6.4793, -2.1946, 0.2997], [5.2719, -4.0712, 0.0398], [3.3185, -5.5434, -0.1095], [1.6594, -5.2324, -1.9401], [1.9818, -3.4026, -3.5619], [3.6565, -2.0178, -4.5951], [4.7934, -0.1169, -4.5945], [6.0871, 1.5520, -3.6057], [6.3868, 3.1850, -1.7945], [5.0506, 2.9536, 0.3039], [3.4115, 1.1436, 0.5582]],
  "lowdin_charge": [0.532, -0.030, -0.540, -0.045, -0.052, 0.011, -0.027, -0.070, 0.079, -0.566, 0.017, -0.069, -0.050, 0.008, -0.686, 0.720, -0.550, -0.040, -0.048, -0.062, 0.043, -0.077, -0.051, 0.003, -0.680, 0.663, -0.551, -0.046, -0.057, -0.064, -0.424, 1.066, 0.093, 0.086, 0.056, 0.092, 0.037, 0.098, 0.094, 0.094, 0.087, 0.118, 0.134, 0.124, 0.126, 0.107, 0.040, 0.089, 0.089, 0.028, 0.086, 0.093, 0.084, 0.091, 0.088, 0.120, 0.105, 0.037, 0.088, 0.087, 0.036, 0.082, 0.080, 0.082, 0.092, 0.086, -0.676, -0.439, 0.169, -0.510, 0.045, -0.123, 0.001, -0.046, -0.142, 0.100, -0.155, 0.108, -0.048, 0.123, 0.100, 0.085, 0.059, -0.051, -0.076, -0.238, -0.026, -0.060, -0.090, -0.029, -0.175, 0.137, -0.005, -0.144, -0.048, -0.095, -0.056, 0.005, -0.335, -0.090, 0.099, 0.100, 0.080, 0.108, 0.109, 0.112, 0.120, 0.157, 0.143, 0.112, 0.097, 0.108, 0.100]
}

4.
{
  "formula": "C8H19O7P",
  "method": "ωB97M-V with the def2-TZVPD basis set",
  "smiles": "O=COCP(O)O.COCCOCCOC",
  "orbital_gap_ev": 9.30,
  "total_energy_ha": -1184.21604,
  "spin_multiplicity": 1,
  "elements": ["O", "C", "O", "C", "P", "O", "O", "H", "H", "H", "H", "H", "C", "O", "C", "C", "O", "C", "C", "O", "C", "H", "H", "H", "H", "H", "H", "H", "H", "H", "H", "H", "H", "H", "H"],
  "coordinates": [[-5.4447, 3.8891, 4.8766], [-5.3017, 3.4948, 3.7749], [-4.8205, 2.2696, 3.5007], [-4.4757, 1.9706, 2.1410], [-2.6333, 2.1026, 1.9114], [-2.5099, 3.7338, 1.7899], [-2.5638, 1.5700, 0.3593], [-5.3994, 4.1365, 2.8754], [-4.7854, 0.9392, 1.9387], [-5.0200, 2.6315, 1.4446], [-3.1737, 4.1817, 1.2471], [-3.0565, 2.0803, -0.2991], [4.0210, -4.0588, -2.2591], [3.6133, -2.8751, -1.6154], [3.8509, -1.7139, -2.3873], [2.9380, -0.5869, -1.9621], [1.5962, -0.7529, -2.3874], [0.7689, -1.5674, -1.5726], [0.2040, -0.8484, -0.3693], [1.1905, -0.6889, 0.6334], [0.8933, 0.3645, 1.5199], [5.1080, -4.0888, -2.4022], [3.7280, -4.8928, -1.6240], [3.5371, -4.1669, -3.2364], [3.6903, -1.9258, -3.4520], [4.8923, -1.3859, -2.2578], [3.2898, 0.3190, -2.4619], [2.9980, -0.4331, -0.8823], [1.2872, -2.4785, -1.2646], [-0.0736, -1.8461, -2.2100], [-0.6369, -1.4366, 0.0262], [-0.1866, 0.1290, -0.6787], [0.7684, 1.3112, 0.9810], [1.7281, 0.4574, 2.2122], [-0.0216, 0.1658, 2.0900]],
  "nbo_charge": [-0.530, 0.653, -0.508, -0.439, 1.361, -0.987, -0.995, 0.082, 0.223, 0.176, 0.481, 0.486, -0.245, -0.547, -0.089, -0.093, -0.542, -0.092, -0.092, -0.549, -0.246, 0.164, 0.193, 0.165, 0.170, 0.167, 0.185, 0.200, 0.198, 0.185, 0.166, 0.176, 0.164, 0.192, 0.167]
}

5.
{
  "formula": "C4H13N3",
  "method": "ωB97M-V with the def2-TZVPD basis set",
  "orbital_gap_ev": 7.28,
  "total_energy_ha": -324.29476,
  "relative_energy_kj_mol": 473.0,
  "spin_multiplicity": 1,
  "elements": ["C", "C", "N", "H", "H", "H", "H", "H", "H", "H", "C", "C", "N", "N", "H", "H", "H", "H", "H", "H"],
  "coordinates": [[0.6142, 1.8769, -0.6965], [1.6141, -1.3374, -0.0277], [0.5771, -0.4828, -0.5686], [0.4298, -0.6886, -1.5534], [2.2956, -1.7117, -0.7940], [0.9910, 1.8726, 0.3182], [1.3363, 1.5904, -1.4516], [0.2014, 2.8495, -0.9374], [2.2101, -0.7785, 0.6968], [1.1923, -2.2058, 0.4966], [-0.6646, -0.3502, 1.6249], [-0.7924, -0.4591, 0.1075], [-1.1815, 1.1673, -0.4896], [-1.6941, -1.3683, -0.2800], [-1.6742, 0.8619, -1.3274], [-1.7974, 1.6368, 0.1711], [-1.7109, -1.4549, -1.2998], [-0.0345, 0.4896, 1.9275], [-1.6601, -0.2348, 2.0550], [-0.2523, -1.2732, 2.0284]],
  "nbo_charge": [-0.279, -0.411, -0.696, 0.354, 0.202, 0.205, 0.218, 0.174, 0.176, 0.192, -0.670, 0.481, -0.740, -0.951, 0.398, 0.392, 0.298, 0.188, 0.232, 0.234]
}